one) Entry from the OMol25 dataset: a cluster of 7 separate species, H14O7 in total (ωB97M-V/def2-TZVPD).

Positions of all 21 atoms, in Å:
1 H 3.168 0.183 -0.837
2 H 2.363 -0.957 -0.161
3 H -0.792 0.684 -2.204
4 H -1.481 -0.012 -0.975
5 H 1.287 2.643 0.286
6 H 0.287 1.505 -0.345
7 H 1.656 0.139 0.736
8 H 0.575 1.156 1.138
9 H 0.235 -1.877 -0.188
10 H 0.554 -1.202 -1.458
11 H -3.535 0.874 -0.140
12 H -2.713 -0.252 0.467
13 H -1.364 -1.197 2.158
14 H -0.428 -0.742 1.246
15 O 3.135 -0.352 -0.050
16 O -0.604 0.260 -1.323
17 O 0.392 2.326 0.157
18 O 0.842 0.176 1.328
19 O 0.878 -1.913 -0.865
20 O -3.294 -0.032 -0.227
21 O -1.160 -1.411 1.256

Output
LUMO level ... 0.109 eV
HOMO-LUMO gap ... 11.259 eV
SMILES ... O.O.O.O.O.O.O


two) Entry from the OMol25 dataset: a cluster of 7 separate species, H14O7 in total (ωB97M-V/def2-TZVPD).

Positions of all 21 atoms, in Å:
1 O -0.335 -0.551 2.309
2 H -1.048 -0.613 2.976
3 H -0.001 -1.448 2.341
4 O -1.303 -0.326 -3.732
5 H -2.231 -0.340 -3.944
6 H -1.146 0.552 -3.359
7 O -1.307 3.247 0.386
8 H -1.615 2.822 -0.397
9 H -0.931 2.505 0.899
10 O 2.946 0.160 0.883
11 H 2.530 0.518 0.142
12 H 2.639 0.720 1.620
13 O 0.569 1.067 -0.377
14 H 0.343 0.149 -0.401
15 H 0.363 1.449 -1.210
16 O -1.340 -1.232 -0.064
17 H -1.960 -1.952 -0.007
18 H -0.986 -0.859 0.754
19 O 1.502 -2.188 0.643
20 H 1.565 -2.390 -0.290
21 H 1.756 -1.287 0.836

Output
LUMO level ... 0.156 eV
HOMO-LUMO gap ... 10.955 eV
SMILES ... O.O.O.O.O.O.O


three) Entry from the OMol25 dataset: a cluster of 7 separate species, H14O7 in total (ωB97M-V/def2-TZVPD).

Positions of all 21 atoms, in Å:
1 H -0.020 0.313 -0.638
2 H -0.366 -1.161 -0.768
3 H -1.925 -3.264 2.276
4 H -1.489 -1.824 2.063
5 H 0.609 3.140 0.228
6 H 1.071 4.116 -0.842
7 H 4.940 0.989 1.891
8 H 3.855 1.640 1.050
9 H 2.600 -3.104 -1.604
10 H 3.000 -1.674 -1.278
11 H -4.059 0.406 0.386
12 H -3.005 0.803 1.406
13 H -3.557 -0.619 -1.645
14 H -3.257 0.841 -1.350
15 O 0.298 -0.511 -1.023
16 O -1.888 -2.573 1.605
17 O 0.415 4.008 -0.143
18 O 4.315 0.804 1.181
19 O 3.272 -2.589 -1.142
20 O -3.201 0.839 0.464
21 O -3.011 -0.053 -1.088

Output
LUMO level ... 0.172 eV
HOMO-LUMO gap ... 9.433 eV
SMILES ... O.O.O.O.O.O.O


four) Entry from the OMol25 dataset: a cluster of 7 separate species, H14O7 in total (ωB97M-V/def2-TZVPD).

Positions of all 21 atoms, in Å:
1 H -0.602 0.681 0.208
2 H 0.383 0.836 -0.939
3 H 4.307 1.337 1.111
4 H 5.685 1.943 0.902
5 H -1.627 -1.521 -1.116
6 H -2.597 -2.677 -1.295
7 H 2.802 -1.265 -0.683
8 H 3.518 0.075 -0.736
9 H -3.929 0.754 1.803
10 H -2.576 0.147 2.136
11 H 0.244 -2.592 0.142
12 H -1.139 -3.219 0.208
13 H -3.120 3.047 -0.470
14 H -1.778 3.324 -1.127
15 O -0.014 0.173 -0.363
16 O 5.241 1.105 1.073
17 O -2.143 -2.164 -0.617
18 O 3.419 -0.754 -1.218
19 O -3.233 0.198 1.433
20 O -0.648 -2.433 0.473
21 O -2.569 3.766 -0.800

Output
LUMO level ... 0.031 eV
HOMO-LUMO gap ... 8.755 eV
SMILES ... O.O.O.O.O.O.O


Relative stability in eV, measured from the most stable structure: one) 0.000; two) 0.238; three) 3.120; four) 2.801


one) Entry from the OMol25 dataset: a cluster of 7 separate species, H14O7 in total (ωB97M-V/def2-TZVPD).

Positions of all 21 atoms, in Å:
1 O -1.970 0.152 -2.894
2 H -2.013 -0.791 -2.730
3 H -1.780 0.535 -2.037
4 O -0.025 -0.579 0.399
5 H 0.928 -0.547 0.479
6 H -0.268 0.290 0.078
7 O 2.983 -1.000 3.146
8 H 2.899 -0.902 2.198
9 H 3.512 -1.789 3.260
10 O -2.127 -1.927 1.030
11 H -1.706 -2.778 1.152
12 H -1.409 -1.332 0.813
13 O 3.154 -0.831 0.239
14 H 2.993 -1.217 -0.622
15 H 3.611 -0.011 0.053
16 O -3.094 1.667 -0.624
17 H -2.193 1.691 -0.304
18 H -3.486 2.477 -0.299
19 O -0.284 2.077 -0.954
20 H -0.175 3.025 -0.885
21 H 0.449 1.790 -1.499

Output
LUMO level ... -0.413 eV
HOMO-LUMO gap ... 9.860 eV
SMILES ... O.O.O.O.O.O.O


two) Entry from the OMol25 dataset: a cluster of 7 separate species, H14O7 in total (ωB97M-V/def2-TZVPD).

Positions of all 21 atoms, in Å:
1 O -1.945 1.449 1.064
2 H -2.691 1.175 0.518
3 H -1.542 0.614 1.321
4 O 0.818 -2.907 -1.103
5 H 0.674 -3.787 -1.465
6 H 1.155 -3.035 -0.211
7 O -0.332 -0.386 -0.806
8 H -0.095 -1.293 -1.083
9 H 0.449 -0.085 -0.333
10 O 1.465 1.634 1.840
11 H 2.235 2.196 1.689
12 H 1.064 1.956 2.655
13 O 0.933 2.459 -0.923
14 H 0.567 2.178 -0.074
15 H 0.212 2.327 -1.546
16 O -3.111 -0.646 -1.697
17 H -3.384 -0.295 -2.550
18 H -2.143 -0.621 -1.710
19 O 2.103 -1.102 1.158
20 H 1.863 -0.191 1.402
21 H 1.704 -1.638 1.852

Output
LUMO level ... 0.262 eV
HOMO-LUMO gap ... 11.057 eV
SMILES ... O.O.O.O.O.O.O


Relative stability in eV, measured from the most stable structure: one) 0.604; two) 0.000


one) Entry from the OMol25 dataset: a cluster of 7 separate species, H14O7 in total (ωB97M-V/def2-TZVPD).

Positions of all 21 atoms, in Å:
1 O -0.033 -0.182 -0.326
2 H 0.759 -0.597 -0.679
3 H -0.058 -0.426 0.612
4 O -1.053 -1.074 2.144
5 H -1.763 -0.430 2.052
6 H -1.032 -1.279 3.085
7 O -2.087 1.282 -1.629
8 H -1.468 0.818 -1.044
9 H -1.671 2.125 -1.825
10 O 1.122 -1.220 -3.619
11 H 0.877 -1.837 -2.923
12 H 1.590 -1.761 -4.263
13 O 2.069 2.362 -1.793
14 H 2.419 1.614 -1.300
15 H 1.191 2.496 -1.426
16 O 0.892 -3.156 1.944
17 H 0.475 -2.306 1.750
18 H 1.226 -3.077 2.841
19 O -0.926 1.955 2.327
20 H -1.320 1.865 1.451
21 H -1.209 2.827 2.620

Output
LUMO level ... 0.084 eV
HOMO-LUMO gap ... 11.195 eV
SMILES ... O.O.O.O.O.O.O


two) Entry from the OMol25 dataset: a cluster of 7 separate species, H14O7 in total (ωB97M-V/def2-TZVPD).

Positions of all 21 atoms, in Å:
1 O -0.988 -1.740 -1.074
2 H -0.051 -1.834 -1.344
3 H -1.367 -1.095 -1.682
4 O 1.789 -1.625 -1.717
5 H 1.748 -1.348 -2.641
6 H 2.724 -1.559 -1.482
7 O -3.063 0.417 2.545
8 H -2.648 0.919 1.831
9 H -2.653 -0.454 2.510
10 O -2.520 2.432 0.302
11 H -3.101 3.183 0.470
12 H -2.352 2.460 -0.647
13 O 2.589 2.446 0.329
14 H 2.585 2.871 -0.533
15 H 1.902 1.747 0.269
16 O 0.385 0.730 0.076
17 H 0.110 -0.179 -0.127
18 H -0.423 1.178 0.357
19 O 1.867 -2.877 1.234
20 H 1.643 -3.592 0.627
21 H 1.824 -2.078 0.698

Output
LUMO level ... -0.141 eV
HOMO-LUMO gap ... 10.638 eV
SMILES ... O.O.O.O.O.O.O


Relative stability in eV, measured from the most stable structure: one) 0.290; two) 0.000